{
  "formula": "C16H18N4O4S",
  "method": "ωB97M-V/def2-TZVPD",
  "total_charge": 0,
  "de_lowest_kcal_mol": 0.9,
  "smiles": "CCOC(=O)c1cnc(SCC(=O)Nc2cccc(OC)c2)nc1N",
  "e_lumo_ev": 0.248,
  "spin_multiplicity": 1,
  "species": ["C", "C", "O", "C", "O", "C", "C", "N", "C", "S", "C", "C", "O", "N", "C", "C", "C", "C", "C", "O", "C", "C", "N", "C", "N", "H", "H", "H", "H", "H", "H", "H", "H", "H", "H", "H", "H", "H", "H", "H", "H", "H", "H"],
  "positions_angstrom": [[1.0888, -1.6742, 3.8047], [2.3933, -1.0026, 3.4011], [2.1765, 0.0156, 2.4226], [2.0306, -0.3860, 1.1592], [2.1045, -1.5502, 0.8136], [1.7635, 0.7232, 0.2400], [1.7476, 2.0575, 0.6299], [1.3774, 3.0471, -0.1659], [1.0081, 2.6866, -1.3859], [0.2385, 3.8865, -2.4024], [-0.5300, 2.7492, -3.6145], [-1.0529, 1.4697, -2.9613], [-0.9580, 0.3947, -3.5085], [-1.7085, 1.6998, -1.7849], [-1.7909, 0.8127, -0.7016], [-1.8876, 1.3545, 0.5753], [-1.9031, 0.5131, 1.6733], [-1.8173, -0.8536, 1.5119], [-1.7201, -1.4003, 0.2311], [-1.6316, -2.7544, 0.1710], [-1.5293, -3.3685, -1.0919], [-1.7182, -0.5640, -0.8787], [1.0747, 1.4830, -1.9100], [1.4464, 0.4683, -1.1261], [1.4954, -0.7399, -1.6790], [1.2795, -2.3897, 4.5995], [0.6620, -2.1972, 2.9524], [0.3779, -0.9300, 4.1553], [2.8503, -0.4842, 4.2462], [3.0905, -1.7430, 2.9951], [2.0196, 2.3409, 1.6368], [0.2023, 2.4791, -4.3735], [-1.3431, 3.3128, -4.0731], [-1.7594, 2.6730, -1.5033], [-1.9345, 2.4257, 0.7064], [-1.9758, 0.9333, 2.6649], [-1.8283, -1.5217, 2.3576], [-2.4062, -3.1592, -1.7121], [-0.6263, -3.0498, -1.6214], [-1.4731, -4.4376, -0.8937], [-1.6461, -0.9507, -1.8800], [1.1224, -0.8437, -2.6090], [1.6904, -1.5259, -1.0713]],
  "atomic_forces_ev_per_a": [[0.2, 0.2, -0.2], [0.0, -0.5, 0.3], [0.0, 0.3, 0.0], [0.0, 0.0, -0.1], [0.0, 0.0, 0.2], [-0.1, 0.1, -0.2], [0.0, -0.5, -0.1], [-0.1, 0.7, 0.0], [0.2, -0.6, 0.0], [-0.2, 0.4, -0.3], [0.5, 0.2, 0.2], [-0.4, 0.3, -0.4], [-0.1, -0.3, -0.1], [-0.5, 0.3, 0.2], [0.0, -0.1, 0.2], [0.0, 0.1, -0.1], [0.0, -0.1, -0.1], [0.0, -0.2, 0.0], [0.0, 0.3, 0.2], [0.0, 0.2, 0.2], [0.0, -0.1, -0.2], [0.0, -0.4, -0.2], [0.6, 0.1, 0.0], [0.2, 0.2, 0.5], [0.1, -0.3, -0.1], [0.0, -0.1, 0.1], [-0.1, -0.1, 0.0], [-0.1, 0.0, 0.1], [0.0, -0.1, -0.1], [0.0, 0.2, 0.1], [0.0, -0.1, 0.1], [-0.2, -0.1, 0.1], [0.0, 0.0, 0.0], [0.1, -0.2, -0.1], [0.0, 0.1, 0.0], [0.0, 0.0, 0.1], [0.0, -0.1, 0.1], [0.0, 0.0, 0.0], [0.0, 0.0, 0.0], [0.0, 0.1, -0.1], [0.0, 0.0, 0.0], [0.0, 0.0, 0.0], [0.0, 0.1, -0.1]],
  "mulliken_charge": [-0.9418, -0.3121, -0.3414, 0.9004, -0.7634, 0.1960, -0.4138, -0.6404, 0.4166, -0.2051, -0.7452, 0.4049, -0.6462, -0.1288, -0.1760, -0.5348, -0.5972, -0.6948, 0.6617, -0.4724, -0.8020, -0.1906, -0.4521, 0.1123, -0.2602, 0.4395, 0.2019, 0.2465, 0.3251, 0.3108, 0.5907, 0.3971, 0.3904, 0.3068, 0.3455, 0.4033, 0.5479, 0.3581, 0.2451, 0.2599, 0.7001, 0.3054, 0.2524]
}

---

{
  "formula": "C16H18NO4PS3",
  "method": "ωB97M-V/def2-TZVPD",
  "total_charge": 0,
  "e_lumo_ev": -0.712,
  "spin_multiplicity": 1,
  "species": ["O", "P", "O", "O", "S", "O", "C", "C", "C", "S", "C", "S", "N", "C", "C", "C", "C", "C", "C", "C", "C", "C", "C", "C", "C", "H", "H", "H", "H", "H", "H", "H", "H", "H", "H", "H", "H", "H", "H", "H", "H", "H", "H"],
  "positions_angstrom": [[-3.4947, 1.1837, 3.2698], [-2.0011, 1.3739, 3.0005], [-1.3824, 2.4352, 4.1781], [-1.1848, -0.1577, 3.2060], [-2.4189, -1.3084, 3.4526], [-1.6914, 1.8498, 1.3970], [-1.2777, 3.2452, 1.2902], [0.2610, 3.5230, 1.6562], [1.3122, 3.0179, 0.5515], [1.2472, 1.1984, 0.2018], [1.3580, 0.8773, -1.6145], [1.8334, 2.1441, -2.6268], [1.0255, -0.4259, -2.2356], [1.8719, -1.4244, -1.5409], [3.4189, -1.3318, -1.8309], [4.3572, -2.3670, -1.1702], [3.8657, -3.5164, -0.2193], [2.3385, -3.5761, 0.1039], [1.3891, -2.5241, -0.5702], [-0.4127, -0.7458, -2.1722], [-1.5067, 0.2007, -1.5556], [-3.0326, -0.1681, -1.5538], [-3.5651, -1.4972, -2.1366], [-2.4836, -2.4668, -2.7498], [-0.9795, -2.0859, -2.7787], [-0.5090, 2.0404, 4.4319], [-2.7104, -1.1831, 4.8196], [-1.9446, 3.8609, 1.9847], [-1.5195, 3.5832, 0.2154], [0.3745, 4.6734, 1.7131], [0.5840, 3.1248, 2.6758], [2.3660, 3.2260, 0.9847], [1.2065, 3.6934, -0.3615], [3.8388, -0.5093, -2.5202], [5.4880, -2.3285, -1.3602], [4.5810, -4.2883, 0.2457], [1.8846, -4.3829, 0.7889], [0.2724, -2.6144, -0.3361], [-1.2387, 1.2041, -1.0968], [-3.8175, 0.5551, -1.1272], [-4.6560, -1.8125, -2.1730], [-2.7966, -3.4758, -3.1868], [-0.2512, -2.8202, -3.2506]],
  "atomic_forces_ev_per_a": [[3.9, 1.2, -0.9], [-3.4, -0.9, 0.4], [0.7, -2.6, -2.3], [-1.8, 2.8, 0.0], [0.4, -1.0, 0.9], [0.6, 0.0, 3.4], [0.2, 1.3, 0.1], [0.0, 0.0, -0.6], [0.8, 1.6, 0.3], [-0.3, -0.7, -1.0], [0.4, 2.8, -1.3], [-0.7, -1.9, 1.3], [-0.8, -0.5, 3.1], [3.6, -3.0, 1.5], [-1.2, -2.8, 2.3], [-2.7, -0.4, 0.7], [-3.2, 2.6, -1.3], [1.8, 2.7, -2.7], [2.4, -0.1, -0.4], [-5.3, -0.8, 0.1], [-1.0, -2.7, -1.4], [1.6, -2.5, -1.5], [4.8, 0.7, -0.3], [1.2, 3.3, 1.4], [-1.9, 1.8, 1.2], [-0.8, 0.6, 0.0], [0.5, 0.2, -1.2], [1.0, -0.7, -1.0], [0.5, -0.7, 1.6], [-0.1, -1.8, -0.1], [-0.8, 0.4, -1.3], [-1.7, -0.4, -0.8], [0.1, -1.4, 0.9], [-0.8, -1.5, 1.3], [-2.0, 0.1, 0.2], [-1.2, 1.5, -0.9], [0.9, 1.5, -1.3], [1.9, 0.3, -0.5], [-0.3, -1.6, -0.7], [1.7, -1.1, -0.6], [1.7, 0.7, 0.2], [0.6, 1.7, 0.7], [-1.1, 1.1, 0.7]],
  "mulliken_charge": [-0.5882, 0.7588, -0.4914, -0.2923, -0.0939, -0.0526, -0.5512, -0.3598, -0.6904, 0.0831, -0.1632, -0.1706, 0.0887, 0.1591, -0.3750, -0.4319, -0.4116, -0.5426, 0.0516, 0.2272, 0.1291, -0.4858, -0.5667, -0.3838, -0.2375, 0.3281, 0.1492, 0.4098, 0.3430, 0.3548, 0.1559, 0.3208, 0.4130, 0.3122, 0.2926, 0.3162, 0.3063, 0.3543, 0.0636, 0.2922, 0.3330, 0.3106, 0.3354]
}

---

{
  "formula": "C16H19BBeN6",
  "method": "ωB97M-V/def2-TZVPD",
  "total_charge": 0,
  "e_lumo_ev": 0.512,
  "spin_multiplicity": 1,
  "species": ["H", "N", "B", "N", "C", "Be", "H", "C", "H", "C", "H", "C", "H", "H", "H", "N", "N", "N", "N", "C", "C", "H", "H", "C", "C", "C", "C", "H", "H", "H", "H", "H", "C", "C", "C", "C", "C", "C", "H", "H", "H", "H", "H"],
  "positions_angstrom": [[0.0219, -3.1409, -0.3049], [-0.0195, -1.2001, -1.1057], [-0.0256, 0.8309, -2.5515], [-0.0512, -0.7147, -2.3833], [-0.0464, -1.7280, -3.2665], [0.2987, 0.5003, 0.4845], [-0.0705, -1.5189, -4.3258], [-0.0069, -2.9166, -2.5455], [0.0192, -3.9190, -2.9054], [-0.0004, -2.5312, -1.1866], [-0.1094, 1.1623, -3.7009], [0.9181, 1.4551, 2.1381], [1.2473, 0.4971, 2.5839], [0.3066, 1.9267, 2.9332], [1.8201, 2.0637, 1.9696], [1.2751, 1.2896, -1.8485], [-1.1884, 1.3759, -1.6756], [1.5201, 0.9160, -0.5281], [-1.1172, 1.2050, -0.3008], [2.3378, 1.9584, -2.3282], [-2.3000, 2.0571, -1.9744], [2.3080, 2.3578, -3.3284], [-2.5163, 2.3026, -3.0068], [3.3123, 1.9839, -1.3300], [-2.9756, 2.3419, -0.7961], [2.7863, 1.2997, -0.2514], [-2.2012, 1.8081, 0.2370], [4.2793, 2.4647, -1.3874], [-3.8987, 2.8732, -0.6778], [3.2223, 1.0826, 0.7149], [-2.3748, 1.8293, 1.3010], [0.1690, 1.5393, 1.2211], [-0.9269, -2.7216, 3.5871], [-1.7161, -1.5905, 3.3543], [-1.3821, -0.7027, 2.3088], [-0.2158, -0.8848, 1.5838], [0.5829, -1.9962, 1.8149], [0.2175, -2.9297, 2.8100], [-1.1967, -3.4225, 4.3801], [-2.5933, -1.3780, 3.9695], [-2.0406, 0.1458, 2.1200], [1.4918, -2.1612, 1.2316], [0.8393, -3.8103, 2.9662]],
  "atomic_forces_ev_per_a": [[-0.1, 0.0, 0.1], [-0.1, -0.2, -0.9], [-0.3, -1.1, 0.6], [0.0, -0.3, 0.7], [0.1, -0.4, 0.2], [-1.7, -4.9, -1.8], [0.0, -0.2, 0.0], [-0.1, 0.5, 0.1], [0.0, -0.3, -0.3], [0.0, 1.0, -1.3], [0.1, 0.2, 0.1], [-0.4, 1.4, 0.8], [-0.5, 0.5, -0.9], [0.3, -0.1, -0.4], [-0.7, 0.1, -0.2], [0.7, 0.3, 1.3], [0.0, 0.2, 1.6], [1.9, 0.8, -1.8], [-0.6, 1.0, -0.4], [-0.3, -0.6, 1.0], [0.2, -0.1, 0.2], [0.1, 0.0, 0.0], [-0.1, -0.1, 0.2], [0.6, 0.4, -0.6], [-0.1, 0.1, 0.2], [-1.1, -0.1, -0.4], [0.6, -0.3, -1.5], [-0.1, -0.2, 0.0], [-0.2, 0.1, -0.1], [-0.1, 0.1, -0.2], [0.1, 0.0, -0.1], [1.5, 2.3, 3.6], [0.0, 0.2, 0.0], [0.0, 0.2, -0.5], [-0.2, -1.1, 1.3], [0.6, 1.4, -1.4], [-0.5, -0.8, 1.2], [0.2, 0.3, -0.5], [0.1, 0.2, -0.2], [0.2, -0.2, -0.1], [0.2, -0.3, 0.2], [-0.1, 0.0, 0.2], [-0.1, 0.1, 0.1]],
  "mulliken_charge": [0.5280, 0.1068, -0.1026, -0.2718, -0.1309, -0.2574, 0.4498, -1.1914, 0.3994, -0.1638, -0.1050, -1.4436, 0.3985, 0.2914, 0.5124, 0.0388, 0.0962, 0.2960, 0.0774, -0.0129, -0.0529, 0.4607, 0.4463, -1.2627, -1.2079, -0.1577, -0.0579, 0.3850, 0.4149, 0.6774, 0.4970, 0.6941, -0.5542, -0.6601, -0.1898, 0.2846, -0.0829, -0.6696, 0.3567, 0.3816, -0.0897, 0.5020, 0.3701]
}

---

{
  "formula": "C16H19BMgN6S",
  "method": "ωB97M-V/def2-TZVPD",
  "total_charge": 0,
  "de_lowest_kcal_mol": 0.0,
  "e_lumo_ev": [-2.485, -2.368],
  "spin_multiplicity": 1,
  "species": ["H", "N", "B", "N", "C", "Mg", "H", "C", "H", "C", "H", "C", "H", "H", "H", "N", "N", "N", "N", "C", "C", "H", "H", "C", "C", "C", "C", "H", "H", "H", "H", "H", "S", "C", "C", "C", "C", "C", "C", "H", "H", "H", "H", "H"],
  "positions_angstrom": [[-0.2240, 2.9928, 0.9876], [0.1312, 1.7355, -0.6893], [0.8729, 0.7966, -2.9407], [0.7463, 1.9618, -1.9056], [1.0963, 3.2589, -2.0069], [-0.9331, -0.3397, 0.0123], [1.5700, 3.6123, -2.9116], [0.7313, 3.9009, -0.8249], [0.8694, 4.9371, -0.5862], [0.1467, 2.9003, -0.0249], [1.3190, 1.1912, -3.9834], [-0.8416, -2.2634, 0.6425], [-1.1255, -2.1339, 1.6923], [0.1663, -2.5508, 0.4997], [-1.6556, -2.5439, 0.0265], [-0.5512, 0.1786, -3.0784], [1.7777, -0.3119, -2.3059], [-1.1680, -0.3317, -1.8771], [1.3938, -1.0017, -1.1724], [-1.3796, 0.0866, -4.1538], [2.9757, -0.7568, -2.7379], [-1.0552, 0.4590, -5.1617], [3.4100, -0.3172, -3.6242], [-2.5798, -0.5105, -3.7063], [3.4048, -1.7520, -1.8656], [-2.3842, -0.7369, -2.3150], [2.3844, -1.8645, -0.8953], [-3.4757, -0.7472, -4.2955], [4.3188, -2.3085, -1.9180], [-3.0668, -1.1660, -1.5955], [2.3667, -2.5186, -0.0305], [-2.0846, 0.8879, 0.7161], [1.0196, 0.1581, 1.8315], [0.1712, -0.0981, 3.2611], [0.5869, -1.0993, 4.1819], [-0.2196, -1.4106, 5.2678], [-1.4243, -0.7226, 5.4795], [-1.8089, 0.3034, 4.6063], [-1.0049, 0.6457, 3.5298], [1.5204, -1.6247, 3.9907], [0.0903, -2.1959, 5.9567], [-2.0614, -0.9803, 6.3247], [-2.7385, 0.8485, 4.7665], [-1.2874, 1.4313, 2.8332]],
  "atomic_forces_ev_per_a": [[-0.1, -0.2, -0.2], [0.7, 0.6, -0.3], [-0.2, -0.2, 1.1], [-0.8, 0.0, 1.0], [-0.3, -0.2, 0.5], [1.6, 3.6, 0.3], [0.0, 0.1, 0.1], [0.1, -0.3, -0.3], [0.0, 0.1, 0.0], [0.4, -0.2, -1.3], [-0.1, -0.1, 0.0], [-0.6, -1.1, 2.7], [0.0, -0.1, -0.2], [0.6, -0.3, -0.6], [-0.4, -0.6, -0.9], [-0.7, -0.5, 1.4], [-0.2, -0.8, 0.7], [-1.7, 0.2, -6.3], [0.7, 0.2, -0.2], [-0.1, -0.4, 1.3], [-0.4, -0.2, 0.7], [-0.4, -0.5, 1.4], [0.1, -0.2, 0.1], [0.4, 0.1, 0.2], [-0.2, 0.3, 0.0], [0.9, 0.6, -0.9], [0.0, 0.9, -1.2], [0.7, 0.2, 0.4], [0.2, -0.1, 0.0], [-0.2, 0.0, -0.1], [-0.2, 0.2, -0.1], [-0.2, -0.7, 0.2], [0.7, -0.2, -0.3], [-0.2, -0.1, 0.9], [-0.4, 0.2, 0.1], [0.1, 0.0, 0.0], [0.1, 0.1, -0.3], [0.1, 0.1, 0.2], [-0.2, -0.5, 0.0], [-0.2, 0.1, 0.1], [-0.1, 0.2, -0.1], [0.2, 0.0, -0.2], [0.2, -0.1, 0.0], [0.0, -0.2, 0.2]],
  "mulliken_charge": [0.2764, 0.1629, 0.2238, -0.1450, -0.1608, 0.6837, 0.4360, -1.1208, 0.3916, -0.0984, -0.1393, -1.0427, 0.3268, 0.2361, 0.5122, -0.0581, -0.2003, -0.0345, 0.3075, -0.0788, -0.1704, 0.3863, 0.4325, -1.1083, -1.1865, -0.0301, -0.1003, 0.3551, 0.3824, 0.3914, 0.3365, -0.2992, -0.0071, 0.2695, -0.4084, -0.4240, -0.3636, -0.6202, -0.0780, 0.3818, 0.3669, 0.3740, 0.3833, 0.2584]
}